C39H111N23O19 | the ωB97M-V functional and the def2-TZVPD basis

Geometry as XYZ:
```
192
Properties=species:S:1:pos:R:3:forces:R:3:lowdin_charge:R:1
C -0.73095 3.91693 1.09068 1.84 2.86 1.15 -0.787
O 0.31619 4.61115 1.01248 -0.46 -1.59 -0.30 -0.065
N -1.48636 3.54079 0.11226 0.53 -0.30 -5.46 0.166
N -1.32015 3.65004 2.21859 -0.76 -0.97 4.44 0.168
H -2.44286 3.22175 0.05375 0.18 0.30 0.86 0.068
H -1.10782 3.98465 -0.71224 -0.44 -0.29 -0.78 0.060
H -0.82039 3.79034 3.08499 -0.28 0.20 -0.33 0.083
H -2.31826 3.49558 2.22342 0.07 -0.16 0.18 0.079
C 3.06863 4.79108 -3.07027 1.41 -1.81 0.85 -0.832
O 4.28677 4.77243 -2.92574 1.74 0.72 0.39 -0.027
N 2.38488 5.49273 -3.89712 -0.39 3.11 -2.88 0.136
N 2.29480 3.93204 -2.45990 -1.65 -2.63 2.37 0.166
H 1.37961 5.39511 -3.89726 -0.23 0.46 -0.45 0.008
H 2.91636 6.11694 -4.48701 -0.61 0.04 -0.14 0.108
H 2.57152 3.47258 -1.60407 0.04 0.40 -0.41 0.056
H 1.30757 3.93205 -2.67312 -0.36 -0.11 0.28 0.038
C -5.32709 -3.90868 1.41543 -0.07 -0.69 1.12 -0.791
O -6.49334 -3.94104 1.11093 -2.22 0.47 -0.40 0.030
N -4.35877 -4.16885 0.59462 2.37 -0.66 -3.36 0.188
N -4.85312 -3.72971 2.64114 -1.29 1.18 2.45 0.180
H -4.63585 -4.48921 -0.32228 0.52 0.13 0.13 0.112
H -3.40993 -4.19102 0.93999 0.01 -0.29 -0.43 0.085
H -3.87559 -3.82003 2.87855 -0.31 -0.21 0.03 0.053
H -5.60071 -3.56042 3.29881 0.63 0.00 0.36 0.117
C -1.90951 -3.85744 3.86166 2.75 3.01 -0.27 -0.887
O -2.16819 -4.55512 2.97463 -3.27 -5.77 -5.47 0.077
N -1.52268 -2.66094 3.61566 1.02 5.45 -0.25 0.215
N -1.69765 -4.17362 5.06871 0.01 -3.46 6.62 0.194
H -1.67978 -2.24236 2.71001 -0.14 0.05 0.47 0.078
H -1.35463 -2.08530 4.42838 0.00 0.66 -0.66 0.123
H -1.85985 -5.14712 5.28341 0.18 0.19 0.25 0.129
H -1.07578 -3.66334 5.67942 -0.31 -0.12 -0.23 0.130
C -3.33735 1.28843 4.65466 0.81 3.94 1.21 -0.816
O -3.99122 2.19517 5.13987 -0.40 0.70 0.87 0.030
N -3.77431 0.14682 4.31335 -4.43 -5.48 -1.55 0.171
N -2.06230 1.34691 4.37873 3.16 2.11 0.21 0.191
H -3.47955 -0.06616 3.37108 0.10 -0.83 -0.11 0.064
H -4.77714 0.14088 4.43331 -0.18 -0.45 -0.18 0.115
H -1.65621 2.21994 4.68373 0.50 -0.44 -0.58 0.095
H -1.58067 0.66433 3.81111 0.22 0.39 0.59 0.073
C 7.31200 -0.63305 -3.06714 0.03 -1.21 -1.32 -0.822
O 6.83538 -1.72490 -3.22940 -1.52 -1.90 -0.60 0.035
N 7.58663 0.20802 -4.03891 0.42 2.14 -2.69 0.172
N 7.71642 -0.24648 -1.90260 1.02 0.96 4.05 0.176
H 7.18491 0.06355 -4.95425 0.22 0.03 0.28 0.113
H 8.09004 1.06131 -3.84252 -0.35 -0.14 -0.35 0.102
H 8.12771 0.65975 -1.73026 -0.26 -0.46 0.32 0.098
H 7.44967 -0.89479 -1.17552 0.39 0.52 0.33 0.123
C -5.04678 3.15072 0.63378 -1.03 -1.39 1.23 -0.843
O -4.00201 3.53782 0.99904 5.48 1.84 2.54 0.036
N -5.70302 2.20020 1.19810 -2.23 -3.76 1.67 0.220
N -5.64564 3.76679 -0.30988 -2.17 3.18 -4.42 0.186
H -6.59565 1.96580 0.78776 -0.43 -0.30 0.43 0.049
H -5.51610 1.88271 2.13851 0.37 0.12 -0.35 0.124
H -5.25670 4.69787 -0.35390 -0.31 -0.04 -1.16 0.122
H -6.36933 3.41637 -0.92110 0.08 0.29 0.34 0.111
C 1.41765 1.55583 3.97167 -2.14 -4.97 0.68 -0.722
O 0.89506 0.50842 4.44220 0.58 1.44 -0.95 -0.032
N 2.19358 1.60867 2.90404 1.82 0.02 -1.49 0.190
N 1.17358 2.73637 4.44448 -0.52 4.04 1.80 0.164
H 2.78054 2.42987 2.86901 0.07 -0.43 -0.83 0.107
H 2.23064 0.88638 2.19904 0.20 -0.14 0.49 0.076
H 0.44323 2.93680 5.11270 0.54 -0.35 0.06 0.114
H 1.62158 3.50638 3.96860 -0.59 0.24 0.27 0.109
C 5.54380 3.06674 0.09986 2.79 -0.07 -1.14 -0.732
O 5.94473 2.48641 1.10287 -0.54 -0.35 0.12 0.006
N 4.58036 3.94633 0.01468 -3.15 0.94 2.19 0.176
N 6.17282 3.05047 -1.10472 1.32 -1.10 -0.88 0.159
H 3.99734 3.92307 0.83909 -0.34 0.70 -0.35 0.111
H 4.37130 4.51836 -0.79102 0.07 -0.09 -0.11 0.080
H 5.69488 3.43154 -1.90875 0.11 0.09 -0.18 0.066
H 7.04022 2.54681 -1.22322 -0.48 0.12 0.13 0.077
C -9.44638 -2.24804 -2.38984 0.26 0.99 1.02 -0.068
O -8.90187 -1.11741 -1.60820 -0.10 -1.50 -1.27 -0.196
C -8.18066 -1.54728 -0.47036 0.44 0.36 0.63 -0.237
C -7.31197 -0.39848 0.05795 -0.56 0.09 -1.30 -0.178
N -8.10248 0.76873 0.50293 0.31 -0.82 1.14 -0.064
C -8.56903 0.62499 1.87201 -0.39 0.39 0.72 -0.238
C -9.69447 1.58101 2.16867 0.17 0.28 0.36 -0.209
O -9.36021 2.96990 2.32638 -0.32 -0.12 -0.44 -0.154
C -9.16394 3.78513 1.18080 0.37 0.63 -0.66 -0.124
H -10.10485 -2.83661 -1.75102 -0.56 0.28 -0.03 0.080
H -8.74234 -3.00387 -2.73793 0.81 0.47 0.04 0.078
H -9.93000 -1.80731 -3.26159 -0.19 -0.09 0.29 0.083
H -7.53250 -2.40671 -0.64173 -0.03 -0.12 -0.30 0.105
H -8.87276 -1.83010 0.32280 -0.26 -0.25 0.15 0.117
H -6.71449 -0.01174 -0.76760 0.31 -0.32 -0.15 0.112
H -6.63110 -0.80245 0.80716 -0.20 0.31 0.28 0.102
H -8.96246 0.78652 -0.02644 0.05 0.08 -0.64 0.106
H -7.85284 0.72891 2.68710 0.88 0.46 -0.50 0.119
H -8.99297 -0.34083 2.14686 -0.20 -0.63 -0.57 0.114
H -10.06266 1.22660 3.13146 -0.24 0.54 0.20 0.121
H -10.48921 1.36327 1.45517 -0.30 0.60 -0.34 0.123
H -8.25762 3.58176 0.61042 -0.02 -0.63 0.05 0.048
H -9.03358 4.84509 1.39895 0.15 -0.08 1.28 0.081
H -9.98396 3.91716 0.47494 -0.58 -1.09 -0.04 0.080
C 3.86102 -0.02422 -6.24203 0.32 0.15 0.47 -0.142
O 2.52086 0.20569 -6.40526 -2.43 0.21 -0.90 -0.211
C 1.68929 0.50236 -5.27956 0.01 -0.37 -0.99 -0.186
C 0.29382 0.89233 -5.79325 0.50 0.10 -0.35 -0.220
N -0.71350 1.01741 -4.74895 -0.40 -0.22 0.68 -0.047
C -0.83055 0.00363 -3.70594 -0.40 -0.23 1.03 -0.207
C -2.07947 0.28677 -2.81318 -0.69 0.48 -0.93 -0.179
O -3.28437 0.42342 -3.64100 0.41 0.68 0.73 -0.220
C -4.06014 1.60106 -3.33070 0.40 -0.49 0.40 -0.150
H 4.37485 0.92847 -6.37027 0.60 0.00 0.09 0.083
H 4.15328 -0.73553 -7.01450 0.27 0.03 0.05 0.088
H 4.06598 -0.43880 -5.25501 0.33 -0.14 0.15 0.072
H 2.12727 1.33835 -4.73422 -0.08 -0.10 0.51 0.122
H 1.60499 -0.42701 -4.71631 0.16 0.12 0.64 0.110
H -0.05846 0.26561 -6.61254 0.32 -0.94 0.10 0.111
H 0.39208 1.83395 -6.33342 0.01 0.48 0.42 0.093
H -1.61494 0.91421 -5.19262 -0.21 0.65 -0.26 0.095
H 0.01250 -0.07413 -3.01942 0.34 0.63 0.04 0.091
H -0.87331 -1.02508 -4.06375 -0.42 -0.38 -0.48 0.108
H -1.98968 1.19317 -2.21445 0.47 0.39 -0.31 0.091
H -2.28064 -0.47409 -2.05905 0.23 -0.61 -0.25 0.095
H -4.40507 1.66456 -2.29866 -0.26 -0.83 0.48 0.049
H -4.94928 1.58637 -3.96103 0.29 0.19 -0.19 0.078
H -3.49199 2.53121 -3.34150 0.31 0.07 -0.99 0.052
C -3.12987 -3.82784 -3.42434 -0.57 -0.88 -0.27 -0.124
O -2.15734 -3.83326 -2.45037 1.49 0.07 1.45 -0.227
C -1.86988 -5.05882 -1.75238 0.66 0.92 -0.07 -0.183
C -0.93503 -4.79312 -0.54140 -0.10 0.57 -0.57 -0.197
N 0.47593 -4.59799 -0.86613 -0.09 -0.10 -0.17 -0.041
C 0.72970 -3.47498 -1.77108 0.55 0.10 -0.65 -0.187
C 2.22326 -3.43567 -2.19591 -1.71 -0.01 0.96 -0.213
O 2.47847 -4.67747 -2.82315 0.73 0.67 0.02 -0.194
C 3.87037 -5.00368 -2.78345 -1.03 -0.80 -0.38 -0.085
H -3.10626 -2.89026 -3.97974 -0.17 0.17 0.44 0.089
H -4.07111 -4.03270 -2.91425 -0.65 0.31 -0.41 0.079
H -2.98710 -4.61172 -4.16815 0.13 -0.33 -0.16 0.085
H -1.28987 -5.71137 -2.40498 -0.18 -0.33 -0.38 0.121
H -2.76877 -5.58187 -1.42602 -0.34 0.06 -0.06 0.104
H -1.01606 -5.64936 0.12822 -0.02 0.05 0.13 0.117
H -1.22853 -3.88497 -0.01487 -0.45 -0.07 0.15 0.094
H 0.76042 -5.42679 -1.36839 0.44 -0.18 -0.02 0.094
H 0.44368 -2.53224 -1.30466 0.08 -0.10 0.11 0.085
H 0.10539 -3.54649 -2.66171 0.09 0.04 -0.26 0.106
H 2.79180 -3.25806 -1.28304 0.44 -0.53 0.24 0.115
H 2.44002 -2.55515 -2.80073 -0.12 -0.10 -0.58 0.104
H 4.10163 -5.30768 -1.76257 0.53 0.39 0.09 0.090
H 4.49648 -4.22156 -3.21286 0.10 0.15 0.34 0.088
H 3.95527 -5.89402 -3.40650 0.19 0.00 -0.06 0.081
C -3.73385 -0.77371 0.97937 -0.10 -1.16 -0.13 -0.079
O -2.60655 -0.63245 1.81648 -0.92 0.30 -0.20 -0.261
C -1.53735 0.01911 1.20331 1.77 0.79 1.38 -0.217
C -0.60235 -0.99823 0.62898 1.28 -0.93 -2.21 -0.183
N 0.84200 -0.70317 0.44355 0.31 3.30 1.44 -0.002
C 1.04862 0.69880 -0.10806 0.49 -0.63 0.77 -0.169
C 2.47958 0.93055 -0.56580 -0.58 -1.57 0.26 -0.211
O 2.73746 -0.17481 -1.41243 -0.02 0.68 -0.26 -0.203
C 4.03992 -0.15499 -1.91949 -0.01 -0.09 -0.83 -0.103
H -3.95285 0.05833 0.31017 0.08 0.52 0.47 0.084
H -4.53335 -0.99213 1.68733 -0.39 0.02 -0.48 0.076
H -3.56309 -1.62732 0.32342 -0.30 -0.26 -0.05 0.085
H -0.96668 0.35037 2.07090 0.19 1.06 -0.15 0.108
H -1.89890 0.84448 0.59001 0.36 0.03 -0.11 0.118
H -0.89641 -1.23189 -0.39426 -0.96 -0.76 0.05 0.096
H -0.70425 -1.81896 1.33899 0.32 -0.39 -0.68 0.103
H 1.36737 -1.29320 -0.18570 -0.57 -0.45 0.03 0.064
H 0.96945 1.51415 0.61100 -1.05 -0.24 0.46 0.090
H 0.33092 0.84395 -0.91549 0.13 0.46 -0.32 0.103
H 3.24790 0.90019 0.20676 -0.15 -0.16 0.81 0.110
H 2.59910 1.94622 -0.94294 -0.15 -0.43 -0.86 0.083
H 4.00936 -0.80695 -2.79248 0.42 0.04 -0.04 0.071
H 4.79663 -0.51617 -1.22304 -0.02 -0.04 0.27 0.072
H 4.28058 0.86526 -2.21829 0.31 0.07 -0.22 0.088
C 4.63743 -1.83296 1.82885 -0.51 -0.04 0.42 -0.106
O 5.87889 -1.73467 2.48769 -0.48 0.40 0.00 -0.187
C 6.33436 -0.40741 2.71540 0.93 -0.34 0.10 -0.200
C 7.86282 -0.51845 2.87629 0.32 0.17 -0.34 -0.195
N 8.34254 -0.49799 4.24258 -1.29 0.18 0.75 -0.069
C 9.73141 -0.56158 4.61155 -0.91 0.00 -1.24 -0.217
C 10.57138 0.57204 4.10844 0.49 1.07 0.08 -0.246
O 9.99611 1.81181 4.48526 0.26 0.52 0.47 -0.198
C 10.77005 2.96626 4.15304 -0.80 -0.29 0.11 -0.103
H 4.76875 -1.80698 0.74711 -0.09 -0.29 -0.15 0.073
H 3.89196 -1.07850 2.08021 0.30 0.68 0.20 0.070
H 4.12695 -2.72148 2.20041 0.33 -0.45 -0.49 0.089
H 5.84174 0.04409 3.57655 0.03 -0.15 0.44 0.123
H 6.14074 0.30355 1.91218 -0.23 -0.37 -0.49 0.081
H 8.28435 0.25637 2.23592 0.35 0.50 0.04 0.102
H 8.17340 -1.45115 2.40544 -0.11 -0.22 0.07 0.118
H 7.98615 0.32432 4.70831 -0.34 0.07 -0.06 0.103
H 10.16117 -1.47822 4.20759 0.16 -0.26 0.34 0.121
H 9.71958 -0.53117 5.70106 0.42 -0.28 0.03 0.122
H 10.71004 0.68379 3.03308 0.14 -0.86 -0.29 0.118
H 11.52079 0.38604 4.61055 0.65 0.49 -0.16 0.115
H 10.94177 3.08334 3.08303 0.10 -0.41 -0.28 0.080
H 11.72744 2.99625 4.67323 0.07 -0.07 0.13 0.082
H 10.15693 3.82593 4.42347 0.12 -0.04 0.27 0.086
```
Forces are in eV/Å.

Its HOMO-LUMO gap (spin up / spin down) is 1.801 / 8.526 eV. The total energy comes out at -115413.969 eV. The LUMO energy (spin up / spin down) is 1.952 / 1.938 eV. Its multiplicity is 2. The value obtained for the HOMO energy (spin up / spin down) is 0.0055 / -0.2421 hartree. As for the net charge: -1. Its expectation value of S² is 0.751.